{"formula": "C29H39BBrN5O4P", "method": "ωB97M-V with the def2-TZVPD basis set", "elements": ["C", "C", "O", "N", "C", "C", "C", "C", "C", "C", "C", "O", "B", "P", "O", "Br", "O", "H", "H", "H", "H", "H", "H", "H", "H", "H", "H", "H", "H", "H", "H", "H", "H", "H", "H", "H", "N", "C", "C", "C", "C", "C", "H", "H", "H", "H", "H", "N", "C", "C", "C", "C", "C", "H", "H", "H", "H", "H", "N", "C", "C", "C", "C", "C", "H", "H", "H", "H", "H", "N", "C", "C", "C", "C", "C", "H", "H", "H", "H", "H"], "positions_angstrom": [[-0.2612, 0.5377, -0.7426], [-0.0547, -0.8025, -1.4063], [0.6418, -0.9232, -2.4087], [-0.7285, -1.8615, -0.8523], [-1.0864, -1.7780, 0.5639], [-0.2859, -3.1913, -1.2766], [-1.3502, -4.2949, -1.1482], [-2.8075, -3.8414, -1.2297], [-3.1522, -3.0280, -2.4728], [-4.6603, -2.8680, -2.6396], [-5.0369, -1.6978, -3.5636], [-5.2211, -0.6084, -2.7028], [-5.9153, -1.2490, -1.5533], [-5.7690, -0.0002, -0.0004], [-7.3382, -0.0778, 0.5789], [-4.7634, -1.3601, 1.5674], [-5.2079, -2.5292, -1.3823], [-1.3239, 0.7810, -0.6909], [0.2569, 1.2915, -1.3283], [0.1196, 0.5471, 0.2794], [-0.2063, -1.5951, 1.1934], [-1.5298, -2.7222, 0.8628], [-1.8264, -1.0026, 0.7468], [0.5962, -3.4596, -0.6765], [0.0512, -3.1093, -2.3047], [-1.1739, -5.0115, -1.9566], [-1.1861, -4.8457, -0.2163], [-3.1043, -3.2781, -0.3463], [-3.4433, -4.7338, -1.2180], [-2.7099, -3.4984, -3.3628], [-2.7394, -2.0190, -2.3907], [-5.0981, -3.8056, -3.0227], [-5.9724, -1.9325, -4.0965], [-4.2499, -1.4861, -4.2969], [-7.1295, -1.3858, -1.7706], [-7.3425, 0.0591, 1.5320], [0.1511, 1.6722, 2.7104], [0.8530, 0.8794, 3.5158], [1.4932, 1.3247, 4.6633], [1.4032, 2.6673, 4.9957], [0.6718, 3.5006, 4.1642], [0.0669, 2.9583, 3.0398], [0.9038, -0.1663, 3.2300], [2.0480, 0.6300, 5.2799], [1.8809, 3.0642, 5.8825], [0.5667, 4.5550, 4.3817], [-0.5151, 3.5834, 2.3713], [1.8742, -5.1870, -4.9269], [2.4065, -6.2884, -4.4025], [3.2070, -6.2908, -3.2702], [3.4736, -5.0807, -2.6485], [2.9282, -3.9261, -3.1834], [2.1335, -4.0321, -4.3169], [2.1774, -7.2180, -4.9130], [3.6061, -7.2206, -2.8870], [4.0908, -5.0395, -1.7599], [3.0911, -2.9584, -2.7285], [1.6792, -3.1467, -4.7471], [3.8136, 3.5441, -3.6689], [3.2769, 4.0085, -4.7951], [2.1911, 3.4214, -5.4273], [1.6305, 2.2865, -4.8622], [2.1763, 1.7869, -3.6905], [3.2614, 2.4535, -3.1383], [3.7392, 4.8971, -5.2127], [1.7972, 3.8481, -6.3404], [0.7811, 1.7971, -5.3214], [1.7694, 0.8982, -3.2200], [3.7107, 2.0927, -2.2191], [2.1841, 5.1877, 7.4538], [3.0222, 5.1568, 8.4872], [3.7274, 6.2638, 8.9357], [3.5545, 7.4693, 8.2751], [2.6847, 7.5160, 7.1980], [2.0263, 6.3522, 6.8291], [3.1348, 4.1979, 8.9814], [4.3949, 6.1772, 9.7823], [4.0877, 8.3558, 8.5937], [2.5164, 8.4329, 6.6499], [1.3376, 6.3562, 5.9914]], "mulliken_charge": [-1.21, 0.83, -0.72, 0.66, -1.37, -0.54, -1.07, -0.28, -0.35, 0.26, -0.84, -0.76, 1.13, 0.04, -0.47, -0.37, -0.67, 0.34, 0.34, 0.13, 0.23, 0.62, 0.24, 0.35, 0.20, 0.45, 0.33, -0.10, 0.53, 0.21, 0.12, 0.15, 0.32, 0.30, -0.30, 0.27, -0.25, 0.03, -0.85, 0.19, -0.28, -0.41, 0.27, 0.36, 0.39, 0.20, 0.35, -0.59, -0.24, -0.33, -0.30, -0.31, -0.22, 0.37, 0.36, 0.39, 0.40, 0.49, -0.59, -0.24, -0.32, -0.45, -0.19, -0.30, 0.33, 0.35, 0.42, 0.63, 0.37, -0.34, -0.15, -0.44, -0.17, -0.54, -0.01, 0.34, 0.34, 0.37, 0.35, 0.27], "e_lumo_ev": 1.815, "charge": -1, "largest_force_ev_per_a": 0.870, "e_homo_ev": -3.91, "total_energy_ha": -4643.5582, "spin_multiplicity": 1}


{"formula": "C29H39Cl3N4O2SiTi", "method": "ωB97M-V with the def2-TZVPD basis set", "elements": ["Ti", "C", "N", "C", "C", "C", "C", "C", "C", "N", "C", "C", "C", "C", "C", "C", "N", "C", "C", "C", "C", "C", "N", "H", "H", "H", "H", "H", "H", "H", "H", "H", "H", "H", "H", "H", "H", "H", "H", "H", "H", "Cl", "C", "Cl", "Cl", "C", "O", "O", "C", "Si", "C", "C", "C", "C", "C", "C", "C", "C", "H", "H", "H", "H", "H", "H", "H", "H", "H", "H", "H", "H", "H", "H", "H", "H", "H", "H", "H", "H", "H"], "positions_angstrom": [[-14.6189, 7.7692, 1.3766], [-13.3651, 8.6796, 4.0265], [-13.6189, 9.3390, 2.6785], [-14.4734, 10.5497, 2.8299], [-15.6376, 10.5218, 1.8558], [-16.3862, 11.6582, 1.7539], [-17.4421, 11.6990, 0.8182], [-17.7643, 10.5347, 0.0975], [-17.0020, 9.3906, 0.2830], [-15.9037, 9.4039, 1.1497], [-12.2933, 9.7697, 2.1142], [-12.4457, 9.9587, 0.6283], [-11.5295, 10.7708, -0.0863], [-11.6877, 10.8614, -1.4613], [-12.6646, 10.0335, -2.1083], [-13.4954, 9.2185, -1.3374], [-13.3399, 9.1355, 0.0197], [-12.7782, 7.2993, 3.7775], [-12.1147, 6.5951, 4.7968], [-11.5884, 5.3045, 4.5165], [-11.6079, 4.8846, 3.2141], [-12.2364, 5.6477, 2.2116], [-12.8808, 6.8307, 2.5242], [-14.2864, 8.5609, 4.6114], [-12.5670, 9.2221, 4.5501], [-13.9587, 11.4860, 2.5755], [-14.9330, 10.6813, 3.8136], [-16.1609, 12.5507, 2.3526], [-18.0276, 12.6142, 0.6311], [-18.7008, 10.4446, -0.4533], [-17.1207, 8.5009, -0.3316], [-11.5537, 8.9155, 2.2165], [-11.8640, 10.6185, 2.6823], [-10.7840, 11.2764, 0.5194], [-11.0120, 11.4044, -2.1294], [-12.7576, 10.1452, -3.2060], [-14.3484, 8.6231, -1.7037], [-12.0239, 7.0857, 5.7743], [-11.1712, 4.7185, 5.3456], [-11.3308, 3.8681, 2.9322], [-12.1945, 5.4681, 1.1572], [-13.2139, 5.3900, -2.4898], [-14.8753, 5.3473, -1.7704], [-15.1767, 3.5923, -1.3599], [-16.0239, 5.9107, -2.8666], [-14.8395, 6.1984, -0.4680], [-15.4061, 7.3893, -0.4646], [-14.2469, 5.7827, 0.5489], [-15.4226, 5.2100, 4.1720], [-16.3142, 6.4816, 3.1204], [-17.3675, 7.5019, 4.4698], [-18.6369, 8.0754, 3.8123], [-17.7225, 6.5790, 5.6933], [-16.6213, 8.7213, 5.0521], [-17.4853, 5.1924, 2.2237], [-16.6716, 4.0223, 1.6016], [-18.5362, 4.6001, 3.1728], [-18.2251, 5.9524, 1.0867], [-14.8863, 5.6279, 5.0066], [-16.0457, 4.3685, 4.5257], [-14.6169, 4.7116, 3.5530], [-19.4024, 7.2765, 3.6848], [-18.4531, 8.5989, 2.8974], [-19.0494, 8.8152, 4.4784], [-18.0761, 5.5878, 5.4543], [-18.4499, 7.1488, 6.3159], [-16.8463, 6.5285, 6.3193], [-16.4707, 9.4073, 4.2076], [-15.6833, 8.4686, 5.5197], [-17.2564, 9.1418, 5.7983], [-16.5799, 3.2541, 2.3779], [-15.7225, 4.3167, 1.0974], [-17.3163, 3.6396, 0.7781], [-18.0752, 4.0299, 4.0123], [-19.1027, 3.8391, 2.5768], [-19.1706, 5.3661, 3.5987], [-17.6749, 5.8248, 0.1042], [-18.2748, 7.1043, 1.2050], [-19.2892, 5.6426, 0.9487]], "mulliken_charge": [-0.95, -0.59, 0.53, -1.64, 0.58, -0.85, -0.75, -0.96, -0.93, 1.33, -1.34, 0.72, -1.00, -0.46, -1.05, -0.42, 1.02, 0.54, -0.83, -0.55, -0.91, -0.73, 0.92, -0.83, 0.75, 0.51, 0.75, 0.55, 0.44, 0.48, 0.68, 0.42, 0.61, 0.53, 0.43, 0.44, 0.60, 0.49, 0.45, 0.47, 0.75, -0.12, 1.03, -0.07, -0.07, -1.11, 0.16, -0.24, -1.46, 1.28, 2.34, -1.52, -1.71, -2.22, 2.16, -1.32, -2.10, -0.85, 0.52, 0.57, 0.17, 0.30, 0.22, 0.56, 0.30, 0.52, 0.42, 0.16, 0.58, 0.76, 0.35, -0.26, 0.63, 0.31, 0.55, 0.43, 0.13, -0.09, 0.45], "e_lumo_ev": [-7.024, -7.026], "charge": 2, "largest_force_ev_per_a": 3.016, "e_homo_ev": [-13.79, -13.79], "total_energy_ha": -4017.0295, "spin_multiplicity": 1}


{"formula": "C29H39F10N3O3PdSSi", "method": "ωB97M-V with the def2-TZVPD basis set", "elements": ["Pd", "C", "N", "C", "C", "N", "C", "C", "F", "C", "F", "C", "F", "C", "F", "C", "F", "C", "C", "N", "C", "C", "F", "C", "F", "C", "F", "C", "F", "C", "F", "H", "H", "H", "H", "H", "H", "H", "H", "H", "H", "H", "C", "C", "C", "C", "O", "Si", "S", "O", "C", "C", "C", "C", "O", "C", "C", "C", "C", "H", "H", "H", "H", "H", "H", "H", "H", "H", "H", "H", "H", "H", "H", "H", "H", "H", "H", "H", "H", "H", "H", "H", "H", "H", "H", "H", "H"], "positions_angstrom": [[-1.3329, 2.4048, -0.9112], [-2.0678, 4.9737, -2.0486], [-2.6822, 3.7187, -1.6511], [-3.6169, 3.9310, -0.5431], [-3.9305, 2.6684, 0.2650], [-2.6905, 1.9419, 0.5046], [-2.7278, 0.8494, 1.3137], [-1.4928, 0.2569, 1.6749], [-0.3242, 0.8220, 1.3187], [-1.4215, -0.9014, 2.4460], [-0.2298, -1.4207, 2.7880], [-2.5793, -1.5077, 2.8911], [-2.5122, -2.6118, 3.6543], [-3.8074, -0.9578, 2.5767], [-4.9282, -1.5358, 3.0431], [-3.8859, 0.2000, 1.8021], [-5.1230, 0.6731, 1.5676], [-3.2806, 3.0417, -2.8088], [-3.3172, 1.5052, -2.7348], [-2.0878, 1.0141, -2.1142], [-1.4998, -0.0548, -2.7078], [-0.0937, -0.0725, -2.8504], [0.6548, 0.9786, -2.4710], [0.5738, -1.1542, -3.4203], [1.9095, -1.1301, -3.5657], [-0.1390, -2.2546, -3.8571], [0.5038, -3.2919, -4.4200], [-1.5155, -2.2830, -3.7248], [-2.1989, -3.3561, -4.1585], [-2.1883, -1.2042, -3.1532], [-3.5254, -1.3052, -3.0454], [-2.8022, 5.6845, -2.4447], [-1.5538, 5.4461, -1.2035], [-1.2992, 4.8107, -2.8129], [-3.1683, 4.6426, 0.1656], [-4.5483, 4.4002, -0.8859], [-4.4132, 2.9921, 1.1971], [-4.6738, 2.0785, -0.2815], [-4.2822, 3.4322, -3.0319], [-2.6771, 3.2728, -3.6993], [-4.1986, 1.1803, -2.1721], [-3.4774, 1.1464, -3.7610], [3.9131, -1.1440, -1.6003], [3.8774, 0.1392, -0.7535], [5.3170, 0.4095, -0.2699], [3.4427, 1.3376, -1.6087], [3.1263, 0.0440, 0.4579], [1.5971, -0.5429, 0.6607], [0.2051, 0.8358, -0.0224], [1.2756, -0.7840, 2.2654], [1.8990, -0.1195, 3.3664], [1.0504, -0.5349, 4.5843], [3.3287, -0.6359, 3.5986], [1.8793, 1.4161, 3.2899], [1.3690, -1.9283, -0.2090], [0.8832, -3.1747, 0.2888], [0.8139, -4.0762, -0.9598], [1.8638, -3.8276, 1.2767], [-0.5331, -3.0916, 0.8802], [4.6713, -1.0789, -2.3887], [2.9554, -1.3251, -2.0990], [4.1346, -2.0211, -0.9823], [6.0151, 0.5308, -1.1051], [5.6744, -0.4128, 0.3615], [5.3576, 1.3143, 0.3484], [4.1650, 1.5422, -2.4068], [3.3381, 2.2406, -0.9970], [2.4771, 1.1572, -2.0902], [1.0258, -1.6262, 4.6891], [0.0095, -0.2134, 4.4600], [1.4346, -0.1073, 5.5165], [3.3536, -1.7312, 3.6088], [3.7344, -0.2725, 4.5492], [4.0130, -0.3117, 2.8092], [0.8645, 1.7893, 3.1138], [2.5100, 1.7936, 2.4788], [2.2481, 1.8632, 4.2200], [1.7979, -4.1579, -1.4366], [0.1408, -3.6481, -1.7119], [0.4632, -5.0851, -0.7173], [2.8846, -3.8197, 0.8777], [1.5833, -4.8649, 1.4909], [1.8926, -3.2979, 2.2331], [-1.2159, -2.5801, 0.1927], [-0.5533, -2.5361, 1.8225], [-0.9356, -4.0897, 1.0868], [-0.6966, 3.6018, 0.1009]], "lowdin_spin": [1.40, 0.03, 0.13, 0.01, 0.03, 0.38, 0.05, 0.17, 0.13, 0.02, 0.00, 0.06, 0.02, -0.01, -0.01, 0.07, 0.02, 0.02, 0.02, 0.26, 0.03, 0.04, 0.07, 0.00, 0.00, 0.02, 0.01, 0.00, 0.00, 0.03, 0.01, 0.01, 0.01, 0.01, 0.01, 0.00, 0.01, 0.01, 0.00, 0.00, 0.01, 0.00, 0.00, 0.00, 0.00, 0.01, 0.01, 0.12, 0.52, 0.04, 0.00, 0.00, 0.00, 0.01, 0.02, 0.00, 0.00, 0.00, 0.00, 0.00, 0.00, 0.00, 0.00, 0.00, 0.00, 0.00, 0.00, 0.01, 0.00, 0.00, 0.00, 0.00, 0.00, 0.00, 0.01, 0.00, 0.00, 0.00, 0.00, 0.00, 0.00, 0.00, 0.00, 0.00, 0.00, 0.00, 0.20], "e_lumo_ev": [0.319, -2.620], "charge": 0, "largest_force_ev_per_a": 17.270, "e_homo_ev": [-4.89, -7.08], "total_energy_ha": -3332.1180, "spin_multiplicity": 5, "s_squared": 6.03}


{"formula": "C29H39GeN4O4SeW", "method": "ωB97M-V with the def2-TZVPD basis set", "elements": ["W", "C", "C", "N", "C", "C", "N", "C", "C", "C", "N", "C", "C", "N", "C", "H", "H", "H", "H", "H", "H", "H", "H", "H", "H", "H", "H", "H", "H", "H", "H", "H", "H", "H", "H", "H", "H", "H", "H", "C", "Ge", "C", "C", "C", "C", "C", "C", "C", "C", "C", "C", "C", "C", "C", "C", "C", "C", "C", "C", "H", "H", "H", "H", "H", "H", "H", "H", "H", "H", "H", "H", "H", "H", "H", "O", "Se", "O", "O", "O"], "positions_angstrom": [[-0.0840, 0.1962, 0.0462], [-0.1949, 2.6340, 2.3310], [-0.7861, 3.1328, 1.0095], [-0.4363, 2.3700, -0.2161], [0.6689, 2.9266, -1.0267], [0.9590, 1.9998, -2.2067], [1.0293, 0.5586, -1.8286], [2.3642, -0.0882, -2.0016], [2.8427, -1.1299, -0.9711], [1.9001, -2.1933, -0.4151], [0.8887, -1.6984, 0.5451], [1.1557, -1.8520, 2.0042], [0.7394, -0.6243, 2.8300], [-0.4223, 0.0775, 2.2332], [-0.7909, 1.3474, 2.9078], [-0.4327, 3.4152, 3.0634], [0.8924, 2.5910, 2.2888], [-0.4915, 4.1802, 0.8727], [-1.8781, 3.1067, 1.0807], [-1.2697, 2.3329, -0.7945], [1.5449, 3.0197, -0.3924], [0.4020, 3.9186, -1.4130], [1.8890, 2.3174, -2.6822], [0.1561, 2.1031, -2.9440], [0.3596, 0.0558, -2.3993], [3.1117, 0.7050, -1.9738], [2.3791, -0.5378, -3.0019], [3.3283, -0.6371, -0.1317], [3.6425, -1.6764, -1.4845], [2.5188, -2.9562, 0.0728], [1.3498, -2.6880, -1.2204], [0.0171, -2.1732, 0.3284], [2.2226, -2.0127, 2.1592], [0.6190, -2.7387, 2.3592], [1.5648, 0.0777, 2.8653], [0.5104, -0.9385, 3.8553], [-1.2354, -0.5300, 2.2749], [-0.5123, 1.2817, 3.9666], [-1.8823, 1.4070, 2.8628], [-1.6979, -0.4581, -0.5139], [-3.5387, -0.7123, -0.3487], [-4.2422, -2.3517, -1.2085], [-5.5676, -2.7663, -1.0702], [-6.0258, -3.9280, -1.6760], [-5.1557, -4.7035, -2.4337], [-3.8331, -4.3092, -2.5783], [-3.3843, -3.1428, -1.9688], [-4.5878, 0.8227, -1.0151], [-5.9296, 1.0241, -0.6923], [-6.6273, 2.1258, -1.1699], [-5.9868, 3.0578, -1.9763], [-4.6485, 2.8802, -2.3013], [-3.9621, 1.7706, -1.8233], [-4.0183, -0.8944, 1.5664], [-3.8847, -2.1321, 2.1990], [-4.0657, -2.2683, 3.5698], [-4.3886, -1.1589, 4.3410], [-4.5314, 0.0796, 3.7306], [-4.3443, 0.2057, 2.3591], [-6.2573, -2.1763, -0.4741], [-7.0589, -4.2325, -1.5566], [-5.5082, -5.6128, -2.9060], [-3.1501, -4.9118, -3.1657], [-2.3489, -2.8316, -2.0740], [-6.4403, 0.3193, -0.0457], [-7.6704, 2.2618, -0.9092], [-6.5276, 3.9204, -2.3467], [-4.1412, 3.6080, -2.9239], [-2.9150, 1.6241, -2.0742], [-3.6352, -3.0082, 1.6078], [-3.9538, -3.2392, 4.0380], [-4.5259, -1.2595, 5.4107], [-4.7786, 0.9514, 4.3251], [-4.4466, 1.1835, 1.8998], [3.8834, 0.1788, 2.0530], [3.3009, 1.4940, 1.2911], [4.1059, 1.8639, -0.0732], [1.7577, 1.0443, 0.7657], [3.0738, 2.7632, 2.2773]], "mulliken_charge": [1.71, -0.45, -0.71, -0.21, -0.83, -0.91, -0.41, -1.03, -0.24, -1.20, -0.29, -0.79, -0.84, -0.31, -0.31, 0.65, -0.28, 0.41, 0.32, 0.04, 0.33, 0.59, 0.45, 0.40, 0.58, 0.35, 0.44, -0.08, 0.65, 0.50, 0.34, 0.33, 0.44, 0.37, 0.38, 0.58, 0.08, 0.47, -0.11, -0.51, 2.76, -0.20, -0.18, -0.65, -0.41, -0.53, -0.48, -0.35, -0.14, -0.66, -0.42, -0.60, -0.28, -0.39, -0.41, -0.63, -0.46, -0.40, -0.41, 0.20, 0.38, 0.36, 0.39, 0.29, 0.24, 0.39, 0.36, 0.40, 0.32, 0.36, 0.40, 0.36, 0.39, 0.35, -0.71, 0.94, -0.71, -0.98, -0.80], "e_lumo_ev": 2.442, "charge": -1, "largest_force_ev_per_a": 0.224, "e_homo_ev": -2.98, "total_energy_ha": -6193.8279, "spin_multiplicity": 1, "relative_energy_kcal_mol": 2.02}